This record from the OMol25 dataset describes a 5-piece molecular cluster, C21H48INO8PS4 overall. The level of theory is ωB97M-V/def2-TZVPD.

Summary:
Charge   -1
Energy above the lowest of the compared OMol25 structures with the same formula, charge and spin   0.0 kJ/mol
LUMO energy   1.78 eV
Strongest force on any atom   2.599 eV Å⁻¹
Spin multiplicity   1
HOMO-LUMO gap   0.2179 hartree

```
84
Properties=species:S:1:pos:R:3:forces:R:3
N 0.234 3.345 0.607 -0.0050 0.0840 0.1277
C -1.036 2.795 0.091 0.7239 -0.2213 -0.4519
C -1.157 2.917 -1.455 -0.0118 -0.2965 1.3872
C -0.782 1.577 -2.088 -0.7907 0.0510 -0.5970
C -0.516 1.603 -3.600 0.8398 -0.3367 0.1687
C 0.496 2.649 -4.070 -0.3171 0.0438 -0.3061
P -0.034 3.354 -5.766 -0.1794 -2.2400 -1.3048
I 0.522 5.844 -4.982 0.3759 1.4275 0.3523
H 0.761 3.813 -0.121 -0.0807 0.0627 0.0191
H 0.840 2.615 0.957 -0.0320 -0.0134 -0.0588
H -1.018 1.725 0.316 -0.4888 0.0594 0.2223
H -1.887 3.256 0.599 0.0575 0.0074 0.0135
H -0.502 3.739 -1.745 -0.2066 0.0137 -0.3347
H -2.198 3.177 -1.655 0.1360 0.0619 -0.4790
H -1.648 0.918 -1.931 0.1209 -0.0638 0.1281
H 0.040 1.092 -1.551 0.2044 0.3302 -0.0669
H -0.092 0.624 -3.857 -0.1941 -0.0270 -0.0516
H -1.441 1.666 -4.186 -0.0930 0.3103 0.2200
H 0.615 3.484 -3.383 -0.0166 -0.0774 0.0485
H 1.478 2.201 -4.246 0.0092 0.0704 0.0256
H -1.412 3.520 -5.314 0.1120 0.1833 0.3357
H -0.416 3.931 -7.041 0.0321 0.2195 0.2198
H 1.327 3.240 -6.285 0.1399 0.3513 0.2464
H -0.310 2.019 -6.277 -0.1103 0.0367 0.1355
C -1.848 1.294 4.613 -0.1322 -0.0071 -0.0310
C -2.879 0.368 5.273 0.0575 0.0009 0.0121
C -3.672 -0.311 4.148 -0.0804 0.0885 0.4009
S -2.563 -0.385 2.731 0.2476 0.0827 0.1870
O -3.099 0.451 1.687 -0.1198 -0.1821 -0.0947
O -2.177 -1.751 2.489 -1.2390 0.4741 -0.2961
C -1.198 0.472 3.505 0.1751 0.1965 0.2316
H -1.108 1.650 5.329 0.0056 0.0000 -0.0126
H -2.351 2.164 4.186 0.0442 0.0101 -0.0194
H -2.361 -0.388 5.867 0.0203 -0.0063 -0.0360
H -3.541 0.914 5.944 -0.0078 -0.0097 -0.0089
H -3.975 -1.321 4.414 -0.0083 -0.0336 -0.1550
H -4.543 0.274 3.858 0.0469 0.0002 -0.1177
H -0.682 1.078 2.763 -0.0822 -0.0718 -0.1124
H -0.524 -0.282 3.913 -0.0378 -0.0625 -0.0571
C 6.277 6.550 -3.392 -0.0248 -0.0500 -0.0969
C 5.128 6.308 -4.381 0.0308 0.0740 0.1059
C 4.545 4.925 -4.080 0.0427 0.1431 -0.2842
S 4.845 4.620 -2.334 -0.1698 0.2590 -0.2985
O 5.766 3.514 -2.204 -0.0397 -0.0455 0.1273
O 3.605 4.648 -1.605 0.0858 -0.2474 0.2089
C 5.741 6.142 -2.025 0.2465 0.2362 -0.0518
H 6.606 7.589 -3.397 0.0071 -0.0057 0.0086
H 7.132 5.923 -3.659 0.0165 0.0074 0.0474
H 4.357 7.067 -4.240 -0.0335 -0.0411 -0.0037
H 5.466 6.373 -5.414 -0.0350 -0.0172 -0.0078
H 3.477 4.894 -4.275 -0.2053 -0.1219 0.0851
H 5.050 4.142 -4.643 0.0174 -0.0698 0.1210
H 6.521 5.962 -1.288 -0.0900 -0.1253 0.0589
H 5.026 6.871 -1.645 -0.0515 -0.0562 0.0048
C 1.613 -5.770 4.247 -0.1971 0.1485 0.0831
C 0.150 -6.184 4.025 0.2082 -0.2082 -0.0191
C -0.721 -4.944 4.217 -0.1776 -0.3671 0.2336
S 0.295 -3.539 3.773 0.0475 -0.3225 -0.2801
O 0.505 -2.724 4.950 -0.0663 0.1474 -0.1200
O -0.202 -2.976 2.551 1.0496 -0.2481 0.1268
C 1.788 -4.479 3.449 0.2813 -0.2709 0.1834
H 2.310 -6.539 3.918 -0.0228 -0.0034 -0.0191
H 1.791 -5.588 5.310 0.0622 0.0593 -0.0270
H 0.029 -6.549 3.008 -0.0013 -0.0138 0.0360
H -0.152 -6.981 4.704 -0.0052 0.0077 -0.0019
H -1.593 -4.958 3.568 0.0200 0.1327 -0.0172
H -1.031 -4.824 5.254 0.0468 0.1342 -0.0064
H 2.658 -3.896 3.743 -0.0856 0.1282 -0.0199
H 1.814 -4.682 2.379 -0.0584 0.0646 -0.0145
C -3.249 -4.916 -1.472 -0.1197 -0.0206 0.1188
C -3.564 -4.208 -0.147 0.1469 0.0477 -0.0859
C -3.517 -5.268 0.960 -0.1952 0.2839 0.0287
S -2.369 -6.533 0.397 -0.1046 0.5162 -0.2411
O -3.090 -7.765 0.193 0.1348 -0.1187 0.1522
O -1.173 -6.486 1.204 -0.0259 -0.3386 0.0416
C -2.031 -5.791 -1.195 -0.0505 0.1588 -0.2862
H -3.054 -4.204 -2.273 0.0165 -0.0050 0.0048
H -4.095 -5.539 -1.772 0.0334 -0.0219 -0.0338
H -2.812 -3.441 0.048 -0.0121 -0.0110 0.0467
H -4.534 -3.714 -0.174 0.0053 -0.0018 0.0255
H -3.158 -4.855 1.900 0.0504 -0.0819 0.0095
H -4.485 -5.744 1.108 0.0606 -0.1224 -0.0193
H -1.879 -6.574 -1.935 0.0374 -0.0974 0.1148
H -1.129 -5.189 -1.093 0.0095 -0.0327 0.0708
```
Forces are in eV/Å.

List of Löwdin charges in e, atom by atom: number 1, N, carries -0.01; number 2, C, carries -0.29; number 3, C, carries -0.19; number 4, C, carries -0.23; number 5, C, carries -0.31; number 6, C, carries -0.47; number 7, P, carries 0.06; number 8, I, carries -0.01; number 9, H, carries 0.05; number 10, H, carries 0.04; number 11, H, carries 0.07; number 12, H, carries 0.09; number 13, H, carries 0.09; number 14, H, carries 0.11; number 15, H, carries 0.11; number 16, H, carries 0.11; number 17, H, carries 0.09; number 18, H, carries 0.07; number 19, H, carries -0.02; number 20, H, carries 0.06; number 21, H, carries -0.07; number 22, H, carries -0.11; number 23, H, carries -0.09; number 24, H, carries -0.05; number 25, C, carries -0.21; number 26, C, carries -0.22; number 27, C, carries -0.22; number 28, S, carries 0.67; number 29, O, carries -0.32; number 30, O, carries -0.35; number 31, C, carries -0.21; number 32, H, carries 0.12; number 33, H, carries 0.12; number 34, H, carries 0.11; number 35, H, carries 0.11; number 36, H, carries 0.10; number 37, H, carries 0.10; number 38, H, carries 0.10; number 39, H, carries 0.09; number 40, C, carries -0.23; number 41, C, carries -0.21; number 42, C, carries -0.22; number 43, S, carries 0.65; number 44, O, carries -0.34; number 45, O, carries -0.33; number 46, C, carries -0.24; number 47, H, carries 0.11; number 48, H, carries 0.11; number 49, H, carries 0.12; number 50, H, carries 0.11; number 51, H, carries 0.04; number 52, H, carries 0.10; number 53, H, carries 0.10; number 54, H, carries 0.11; number 55, C, carries -0.21; number 56, C, carries -0.22; number 57, C, carries -0.21; number 58, S, carries 0.67; number 59, O, carries -0.33; number 60, O, carries -0.33; number 61, C, carries -0.22; number 62, H, carries 0.11; number 63, H, carries 0.11; number 64, H, carries 0.08; number 65, H, carries 0.12; number 66, H, carries 0.08; number 67, H, carries 0.10; number 68, H, carries 0.11; number 69, H, carries 0.11; number 70, C, carries -0.22; number 71, C, carries -0.20; number 72, C, carries -0.21; number 73, S, carries 0.68; number 74, O, carries -0.32; number 75, O, carries -0.33; number 76, C, carries -0.23; number 77, H, carries 0.12; number 78, H, carries 0.12; number 79, H, carries 0.12; number 80, H, carries 0.12; number 81, H, carries 0.09; number 82, H, carries 0.10; number 83, H, carries 0.11; number 84, H, carries 0.11